1.
ORCA calculation (wB97M-V/def2-TZVPD) on a cluster of 2 separate species, C4H7NO2 in total in a non-equilibrium geometry.

Summary:
LUMO energy = 0.8817 eV
DFT total energy = -9844.9287 eV
ΔE to the lowest compared entry with this formula, charge and spin = 226.8 kJ/mol
multiplicity = 1
E_HOMO = -9.3486 eV

Positions of all 14 atoms, in Å:
C 1.711 0.404 0.008
C 0.215 0.445 -0.261
N -0.150 -0.111 -1.524
O -0.318 1.721 0.056
C -0.729 0.630 0.868
C -2.123 -1.826 0.084
O -2.141 -2.192 1.158
H 1.911 0.364 1.081
H 2.215 -0.444 -0.467
H 2.145 1.329 -0.380
H 0.497 -0.841 -1.801
H -0.348 0.591 1.893
H -1.802 0.438 0.807
H -1.083 -0.508 -1.520

---

2.
ORCA calculation (wB97M-V/def2-TZVPD) on a structure of composition C6H12 in a non-equilibrium geometry.

Summary:
LUMO energy (alpha / beta) = 0.2535 / 0.3814 eV
DFT total energy = -6411.9108 eV
ΔE to the lowest compared entry with this formula, charge and spin = 485.3 kJ/mol
multiplicity = 1
E_HOMO (alpha / beta) = -7.5085 / -7.2539 eV

Positions of all 18 atoms, in Å:
C 1.638 0.906 -0.484
C 1.537 -0.366 0.193
C -0.005 -0.983 -0.346
C -0.869 -1.771 0.420
C -0.813 0.271 -0.603
C -1.321 1.110 0.560
H 2.167 0.950 -1.435
H 0.269 0.953 -0.928
H 1.684 1.822 0.105
H 1.486 -0.312 1.283
H 2.229 -1.146 -0.127
H 0.260 -1.463 -1.294
H -1.312 -1.373 1.329
H -1.078 -2.815 0.197
H -1.529 0.187 -1.425
H -2.235 0.710 1.007
H -1.547 2.120 0.201
H -0.562 1.202 1.347